[1]
Here is a cluster of 2 separate species, C3H10N2O in total at a distorted geometry from the OMol25 dataset. Energies are from ωB97M-V/def2-TZVPD.

Last column: Mulliken charge in e.
Positions of all 16 atoms, in Å:
N 1.67400 -0.06975 -0.85195  -0.453
C 1.28622 -1.22799 -1.47143  0.024
O 0.19837 -1.47646 -1.93231  -0.508
H 2.48841 -0.32348 -0.30484  0.283
H 0.93277 0.35889 -0.28697  0.402
H 2.07598 -1.99309 -1.57724  0.324
C -1.34771 -0.32589 1.27882  -0.927
N -0.78421 0.87960 0.73024  -0.315
C -0.83991 1.96797 1.67397  -0.932
H -2.43463 -0.32103 1.42256  0.329
H -0.83891 -0.51131 2.23317  0.337
H -1.12502 -1.25993 0.75500  0.246
H -1.11565 1.08495 -0.19976  0.273
H -0.05723 1.79167 2.41704  0.275
H -0.66341 2.98244 1.30560  0.324
H -1.79996 2.11384 2.19325  0.319

Calculated values
* lowest unoccupied orbital energy: 0.0339 Eh
* multiplicity: 1
* total charge: 0
* SMILES: NC=O.CNC
* relative energy (zero: lowest compared OMol25 entry of this formula, charge and spin): 22.38 kcal per mole
* frontier orbital gap: 0.372 Ha
* max |F|: 1.3 eV/Å
* HOMO level: -9.2 eV

[2]
Here is a cluster of 4 separate species, C25H32O7S in total at a distorted geometry from the OMol25 dataset. Energies are from ωB97M-V/def2-TZVPD.

Last column: Mulliken charge in e.
Positions of all 65 atoms, in Å:
C -2.61425 4.20116 4.94815  -1.302
C -2.19254 2.94489 4.19885  0.065
O -1.09888 3.31683 3.35640  -0.223
O -0.42818 2.10522 2.95404  -0.232
C 0.91680 2.34184 2.96558  0.575
O 1.56694 2.07240 2.02964  -0.485
O 1.41899 2.84934 4.09671  -0.315
C 1.29724 2.03448 5.28316  -0.244
C 1.94520 2.80512 6.43508  -0.607
C 1.16526 2.94170 7.75633  -0.865
C -0.33933 3.22258 7.61717  0.022
S -1.40039 1.86148 8.04844  1.124
O -1.37215 1.70961 9.47530  -0.622
O -2.62644 1.99249 7.32099  -0.579
O -0.66353 0.60209 7.40676  -0.488
H -3.14626 4.89863 4.29598  0.391
H -1.73876 4.70665 5.37070  0.340
H -3.26110 3.90210 5.77778  0.343
H -3.02090 2.56370 3.58634  0.372
H -1.88665 2.13848 4.87389  0.168
H 1.86724 1.11610 5.09236  0.417
H 0.25750 1.74112 5.45177  0.260
H 2.88579 2.30047 6.68539  0.266
H 2.21773 3.80117 6.07255  0.370
H 1.34878 2.08859 8.42238  0.283
H 1.60067 3.79527 8.28885  0.304
H -0.67632 4.00045 8.30830  0.553
H -0.60099 3.49075 6.58937  -0.278
H 0.05476 0.32093 7.99668  0.357
C 0.99120 -0.56077 -1.18624  -0.483
C 1.04248 -1.11144 -2.45973  -0.547
C 1.16191 -0.28849 -3.56994  -0.255
C 1.22897 1.08851 -3.40819  -0.443
C 1.17508 1.63823 -2.13410  -0.497
C 1.05719 0.81668 -1.01979  -0.171
H 0.89955 -1.20477 -0.32023  0.367
H 0.99109 -2.18489 -2.59330  0.532
H 1.20122 -0.71766 -4.56383  0.277
H 1.32304 1.73095 -4.27470  0.385
H 1.22480 2.71231 -2.00649  0.380
H 1.01746 1.24720 -0.02842  0.458
C -1.80360 -4.59162 -4.50317  -0.431
C -1.20992 -3.93822 -3.43164  -0.385
C -0.75498 -4.66565 -2.34071  -0.259
C -0.89462 -6.04660 -2.32040  -0.497
C -1.49127 -6.69949 -3.39032  -0.311
C -1.94519 -5.97235 -4.48221  -0.442
H -2.15576 -4.02399 -5.35548  0.416
H -1.10483 -2.86063 -3.44654  0.461
H -0.29234 -4.15534 -1.50491  0.401
H -0.53859 -6.61438 -1.47026  0.362
H -1.60276 -7.77610 -3.37319  0.354
H -2.40947 -6.48195 -5.31683  0.360
C 2.26993 -1.02645 -8.66797  -0.332
C 1.85563 -1.61247 -7.47992  -0.558
C 0.53774 -2.02196 -7.32980  -0.108
C -0.36701 -1.84296 -8.36706  -0.489
C 0.04590 -1.25268 -9.55360  -0.371
C 1.36433 -0.84523 -9.70434  -0.425
H 3.29866 -0.71096 -8.78603  0.365
H 2.56075 -1.75102 -6.66978  0.402
H 0.21572 -2.48214 -6.40334  0.450
H -1.39456 -2.16352 -8.25084  0.353
H -0.66034 -1.10994 -10.36151  0.360
H 1.68631 -0.38584 -10.63014  0.355

Calculated values
* lowest unoccupied orbital energy: 0.0054 Eh
* multiplicity: 1
* total charge: 0
* SMILES: CCOOC(=O)OCCCCS(=O)(=O)O.c1ccccc1.c1ccccc1.c1ccccc1
* frontier orbital gap: 0.337 Ha
* max |F|: 1.8 eV/Å
* HOMO level: -9.0 eV

[3]
Here is an isolated molecule of C2H5ClS at a distorted geometry from the OMol25 dataset. Energies are from ωB97M-V/def2-TZVPD.

Last column: Mulliken charge in e.
Positions of all 9 atoms, in Å:
C -0.29089 -0.88077 -0.28951  -1.034
C 0.61690 0.46140 0.01880  -0.108
S 0.84120 0.55785 1.85471  -0.211
Cl 2.23695 0.27600 -0.68060  -0.161
H -1.19757 -0.75216 0.34083  0.314
H -0.38249 -0.87870 -1.38407  0.319
H 0.42308 -1.58469 0.06479  0.345
H 0.21291 1.36360 -0.46163  0.382
H 1.68280 1.66614 1.97046  0.156

Calculated values
* lowest unoccupied orbital energy: 0.0304 Eh
* multiplicity: 1
* total charge: 0
* SMILES: C[C@@H](S)Cl
* relative energy (zero: lowest compared OMol25 entry of this formula, charge and spin): 0.00 kcal per mole
* frontier orbital gap: 0.376 Ha
* max |F|: 4.0 eV/Å
* HOMO level: -9.4 eV

[4]
Here is a structure of composition C3H7N3O2 at a distorted geometry from the OMol25 dataset. Energies are from ωB97M-V/def2-TZVPD.

Last column: Mulliken charge in e.
Positions of all 15 atoms, in Å:
C -0.50237 0.87340 1.80903  -0.806
C -0.19798 -1.91182 -0.05750  0.145
C 0.92637 0.62179 -0.23533  0.007
H 0.56623 1.36156 2.23472  0.235
H -1.04139 0.47272 2.63777  0.335
H -1.23209 1.77056 1.42387  0.288
H 0.04886 -2.91814 0.15250  0.414
H 2.19894 0.18116 0.09285  0.226
H -0.99077 0.17127 -1.75336  0.333
H -0.13923 0.53340 -2.98828  0.219
N -0.24899 0.20696 0.47050  -0.017
N 1.02567 0.54771 -1.48413  -0.265
N -0.18286 0.65108 -2.10745  -0.343
O 0.08582 -1.20664 1.02916  -0.244
O -0.31620 -1.35501 -1.22435  -0.528

Calculated values
* lowest unoccupied orbital energy: 0.0247 Eh
* multiplicity: 1
* total charge: 0
* relative energy (zero: lowest compared OMol25 entry of this formula, charge and spin): 211.02 kcal per mole
* frontier orbital gap: 0.350 Ha
* max |F|: 8.9 eV/Å
* HOMO level: -8.9 eV

[5]
Here is an isolated molecule of C4H6N2O at a distorted geometry from the OMol25 dataset. Energies are from ωB97M-V/def2-TZVPD.

Last column: Mulliken charge in e.
Positions of all 13 atoms, in Å:
H 1.90240 1.98933 0.40574  0.219
N 1.07192 2.00136 -0.16617  -0.713
C 0.31376 1.10367 0.31989  0.619
C 0.68193 -0.03668 1.18702  -0.450
C 0.12528 -1.09729 0.60803  -0.520
C -0.56221 -0.61948 -0.65216  -0.036
O -1.70987 -1.25901 -1.08751  -0.500
N -0.79293 0.78245 -0.43360  -0.403
H 1.42155 0.00169 1.98001  0.389
H 0.24145 -2.14354 0.86448  0.404
H 0.31125 -0.57451 -1.44914  0.322
H -2.18872 -1.47303 -0.27429  0.343
H -0.81582 1.32504 -1.30230  0.325

Calculated values
* lowest unoccupied orbital energy: 0.0223 Eh
* multiplicity: 1
* total charge: 0
* SMILES: [H]/N=C1\C=C[C@@H](O)N1
* relative energy (zero: lowest compared OMol25 entry of this formula, charge and spin): 47.86 kcal per mole
* frontier orbital gap: 0.363 Ha
* max |F|: 2.2 eV/Å
* HOMO level: -9.3 eV